DFT (the ωB97M-V functional and the def2-TZVPD basis) results for a cluster of 7 separate species, C38H90NO16Si in total.

LUMO energy   -2.75 eV
Total energy   -82979.9591 eV
Energy relative to the best compared isomer or geometry (same formula, charge and spin)   77.72 kJ/mol
Charge   +1
Strongest force on any atom   4.4 eV/A
Highest occupied orbital energy   -10.11 eV

Geometry (Å):
C -3.7747 -0.1193 -0.6704
Si -4.2786 1.6329 -1.0893
C -4.0311 1.8616 -2.9666
C -6.1177 1.7924 -0.7449
O -3.2907 2.7545 -0.2828
C -3.9057 3.7311 0.5589
C -4.4428 4.9130 -0.2179
C -3.3432 5.6934 -0.9408
C -1.9790 5.6532 -0.2317
C -0.9282 6.7260 -0.6014
C 0.4231 6.0116 -0.4957
C 0.5692 5.0179 -1.6527
O 1.0005 3.7154 -1.2257
C 0.0274 2.8314 -1.6344
O 0.0300 2.2241 -2.6091
C -3.7814 7.1674 -1.0255
O -5.1116 7.1696 -1.5274
C -5.1029 6.8465 -2.8981
C -4.3093 5.5779 -3.2770
N -3.1578 5.2604 -2.3589
H -4.3643 -0.8323 -1.2434
H -2.7238 -0.3026 -0.8845
H -3.9561 -0.3561 0.3772
H -3.8738 0.9015 -3.4355
H -4.9214 2.3550 -3.3558
H -3.1684 2.5051 -3.1660
H -6.5889 2.7078 -1.0917
H -6.5971 0.9779 -1.2845
H -6.3073 1.5999 0.3083
H -3.1379 4.0622 1.2489
H -4.6906 3.3309 1.1970
H -4.9257 5.5959 0.4726
H -5.2134 4.6445 -0.9353
H -2.1801 5.7302 0.8299
H -1.5651 4.6595 -0.3812
H -0.9743 7.5223 0.1269
H -1.0294 7.1142 -1.6125
H 1.2683 6.6940 -0.5487
H 0.4923 5.5196 0.4675
H -0.4319 4.8948 -2.0815
H 1.1845 5.4387 -2.4432
H -0.8304 2.7171 -0.9515
H -3.7248 7.6468 -0.0586
H -3.1932 7.7044 -1.7714
H -6.1362 6.6569 -3.1645
H -4.8067 7.7110 -3.4911
H -3.8778 5.7565 -4.2555
H -4.9267 4.7041 -3.4060
H -2.2853 5.6088 -2.7601
H -3.0475 4.2355 -2.3453
C 3.0209 1.8238 -2.5663
O 4.3994 2.1572 -2.5945
C 4.9800 2.1281 -1.3013
C 5.6392 0.8016 -0.9726
O 4.7141 -0.2755 -0.9611
C 4.6529 -0.9764 -2.1970
H 2.7489 1.5060 -3.5747
H 2.7923 1.0121 -1.8707
H 2.3952 2.6751 -2.3239
H 4.2247 2.3818 -0.5480
H 5.7458 2.9099 -1.2787
H 6.0613 0.8689 0.0354
H 6.4624 0.5895 -1.6622
H 5.4627 -1.7118 -2.2496
H 4.7194 -0.3085 -3.0565
H 3.6992 -1.5033 -2.2359
C -7.0641 -2.6513 -2.6455
O -7.0563 -2.1981 -1.2986
C -7.7584 -3.0595 -0.4086
C -6.8504 -4.0626 0.2813
O -6.2229 -4.9482 -0.6312
C -4.9325 -4.5175 -1.0253
H -6.2292 -2.1779 -3.1635
H -6.9541 -3.7333 -2.7189
H -7.9978 -2.3520 -3.1327
H -8.5677 -3.5710 -0.9385
H -8.2113 -2.4228 0.3568
H -7.4603 -4.6756 0.9506
H -6.0988 -3.5512 0.8927
H -4.1894 -4.8174 -0.2777
H -4.8819 -3.4368 -1.1679
H -4.6941 -5.0051 -1.9704
C 2.3142 3.6227 3.1046
O 3.0016 4.8599 3.2034
C 3.7172 5.0092 4.4251
C 5.1743 4.5959 4.3114
O 5.3264 3.2229 3.9882
C 5.4762 2.9908 2.5991
H 2.1248 3.4281 2.0479
H 2.8892 2.7924 3.5156
H 1.3543 3.6873 3.6302
H 3.2192 4.4519 5.2247
H 3.6802 6.0707 4.6853
H 5.6519 4.7491 5.2830
H 5.7009 5.2195 3.5813
H 6.5191 3.1373 2.2967
H 4.8343 3.6416 2.0021
H 5.1962 1.9547 2.4044
C 4.4281 -2.7253 4.3729
O 3.6725 -2.0072 3.4093
C 4.3367 -1.8678 2.1614
C 3.9481 -2.9396 1.1598
O 4.3023 -4.2458 1.5878
C 3.2490 -4.9304 2.2475
H 3.7377 -3.1042 5.1255
H 4.9667 -3.5666 3.9355
H 5.1447 -2.0537 4.8581
H 5.4218 -1.8527 2.3097
H 4.0417 -0.8976 1.7515
H 4.4921 -2.7501 0.2311
H 2.8772 -2.8920 0.9321
H 2.5832 -5.3884 1.5064
H 2.6655 -4.2753 2.8962
H 3.6904 -5.7193 2.8559
C 3.7195 -8.6246 2.9665
O 3.7178 -8.1009 4.2856
C 3.1022 -8.9601 5.2330
C 4.0957 -9.8506 5.9576
O 4.7764 -10.7389 5.0863
C 6.0310 -10.2449 4.6439
H 4.5041 -8.1181 2.4053
H 3.9077 -9.6985 2.9453
H 2.7542 -8.4184 2.4906
H 2.3251 -9.5614 4.7496
H 2.6151 -8.3181 5.9729
H 3.5437 -10.4686 6.6718
H 4.8149 -9.2505 6.5249
H 6.7995 -10.4463 5.3979
H 6.0068 -9.1743 4.4351
H 6.2930 -10.7743 3.7283
C 0.3129 -2.9948 -4.8916
O 0.6490 -2.1161 -3.8276
C 0.0073 -0.8545 -3.9097
C -1.2729 -0.7905 -3.0944
O -2.2622 -1.6991 -3.5521
C -2.2728 -2.9331 -2.8536
H 0.5275 -4.0117 -4.5661
H -0.7401 -2.9286 -5.1686
H 0.9288 -2.7683 -5.7680
H -0.1862 -0.5937 -4.9558
H 0.7060 -0.1176 -3.5060
H -1.6974 0.2126 -3.1987
H -1.0656 -0.9531 -2.0300
H -2.8507 -2.8201 -1.9301
H -1.2723 -3.2950 -2.6131
H -2.7673 -3.6694 -3.4868

***

DFT (the ωB97M-V functional and the def2-TZVPD basis) results for a cluster of 12 separate species, C38H90O24P2S7 in total.

LUMO energy   0.28 eV
Total energy   -184430.1528 eV
Energy relative to the best compared isomer or geometry (same formula, charge and spin)   0.00 kJ/mol
Strongest force on any atom   3.2 eV/A
Highest occupied orbital energy   -8.22 eV

Geometry (Å):
C -2.3940 -3.5722 -4.5062
S -1.5186 -4.4552 -3.2049
O -1.4950 -5.8427 -3.6055
C 0.1810 -3.9374 -3.6322
H -3.4038 -3.9311 -4.4338
H -2.0469 -3.8952 -5.4436
H -2.4516 -2.4757 -4.4266
H 0.7661 -4.4357 -2.8563
H 0.4179 -2.8865 -3.6660
H 0.3566 -4.5696 -4.5210
C -3.8926 -2.9952 -0.9529
S -4.9986 -1.5800 -0.9742
O -5.5584 -1.3137 -2.2993
C -6.2909 -2.3656 0.0031
H -4.4444 -3.8941 -1.2089
H -3.2899 -3.0511 -0.0028
H -3.1944 -2.8902 -1.8024
H -6.6195 -3.2781 -0.4541
H -7.0853 -1.5661 0.1686
H -5.7015 -2.6849 0.8480
C 1.7446 -0.4766 0.6367
S 0.5363 -0.7207 -0.7119
O 1.0669 -1.9703 -1.4401
C -0.8665 -1.3067 0.2429
H 2.6740 -0.1284 0.2441
H 1.9823 -1.4255 1.0814
H 1.3297 0.2560 1.2929
H -1.7002 -1.4668 -0.3993
H -1.2052 -0.5085 0.9255
H -0.6233 -2.1276 0.9293
C -4.1574 -3.8162 4.3070
S -3.0086 -3.3890 2.9844
O -3.7871 -2.5167 2.0810
C -1.9852 -2.2497 3.8757
H -4.8650 -4.4611 3.7979
H -4.7419 -2.9489 4.6334
H -3.6288 -4.2737 5.1824
H -1.2818 -1.9444 3.0809
H -1.5056 -2.7228 4.7103
H -2.6365 -1.4096 4.1847
C 1.2232 2.4224 4.7138
S 2.4917 1.8341 3.5209
O 2.2742 2.7755 2.3302
C 3.8950 2.4350 4.4692
H 1.4324 1.8824 5.6485
H 0.2131 2.1390 4.4049
H 1.2809 3.5351 4.7764
H 3.7155 3.5486 4.6395
H 4.7186 2.1814 3.8174
H 4.0182 1.7522 5.3473
C 3.1051 3.4303 -0.4872
S 4.5461 3.7483 0.5523
O 5.0491 2.4278 1.0624
C 5.6869 4.1243 -0.8144
H 3.2225 2.5675 -1.1160
H 2.7979 4.3683 -1.0446
H 2.2825 3.2403 0.1843
H 6.6846 4.1214 -0.3998
H 5.5225 5.0990 -1.3237
H 5.6188 3.2935 -1.5059
C -1.3597 2.6473 1.4701
S -1.0174 3.4990 -0.0572
O -2.2696 3.9452 -0.6692
C -0.2552 4.9056 0.7816
H -0.4660 2.5944 2.0754
H -1.9483 1.7075 1.4035
H -2.0444 3.3127 2.0233
H 0.6021 4.5042 1.3589
H -0.9864 5.3042 1.4934
H -0.0306 5.7300 0.0606
C 2.3944 0.6878 -3.4135
C 1.7776 0.4123 -4.7740
O 0.4240 -0.1226 -4.7178
P -0.7147 1.0163 -4.7615
O -0.4469 2.2255 -4.0005
O -0.9111 1.2875 -6.2581
C -1.2702 0.2303 -7.1391
C -0.1112 -0.4766 -7.7947
O -1.9427 0.1448 -4.3197
C -3.2526 0.8327 -4.1156
C -3.3202 1.4027 -2.7292
H 2.2440 -0.1292 -2.7126
H 3.4631 0.8211 -3.4640
H 1.8986 1.5698 -2.9830
H 1.7764 1.3331 -5.3760
H 2.3838 -0.3819 -5.2321
H -1.8629 -0.5013 -6.6160
H -1.8837 0.6716 -7.8647
H 0.4374 -1.1998 -7.2112
H -0.4909 -1.1144 -8.6036
H 0.5773 0.2500 -8.2403
H -3.3464 1.5906 -4.9828
H -3.9792 0.0299 -4.2307
H -2.7864 2.3483 -2.6079
H -4.3240 1.5421 -2.4191
H -2.8699 0.7149 -2.0673
C -5.5421 5.8962 -0.6852
C -5.5638 4.4938 -0.0995
O -5.9722 4.5873 1.2484
P -5.0202 4.0945 2.4171
O -3.7304 4.7168 2.6725
O -6.0854 4.3418 3.5531
C -5.7054 4.8471 4.8813
C -6.9682 5.3759 5.4796
O -4.9282 2.5205 2.2165
C -6.0001 1.6276 1.8981
C -5.6033 0.2625 2.3567
H -4.6296 6.4641 -0.6664
H -5.8084 5.6751 -1.6837
H -6.3788 6.4551 -0.2583
H -6.3122 3.8891 -0.6324
H -4.6257 3.9513 -0.1237
H -5.1979 4.0667 5.4747
H -5.0366 5.6788 4.7407
H -7.4364 5.9638 4.7051
H -7.6951 4.6117 5.8364
H -6.6912 6.0072 6.3504
H -6.9698 2.0041 2.2991
H -6.0984 1.5204 0.7785
H -5.5660 0.1140 3.4415
H -6.3590 -0.5340 2.1866
H -4.6812 -0.0390 1.8672
C 8.0687 0.1109 0.7915
C 7.3952 -0.7708 1.8071
C 6.5788 -0.0557 2.9325
O 5.2435 -0.5829 2.8345
C 5.1393 -1.3594 1.7058
O 4.1525 -1.9078 1.3451
O 6.3103 -1.4458 1.0767
H 8.3647 -0.4382 -0.0896
H 8.9978 0.5054 1.2261
H 7.3308 0.8754 0.5326
H 8.0486 -1.5286 2.2144
H 6.4987 1.0168 2.8081
H 7.0201 -0.2544 3.9067
C 4.1593 -2.2462 -2.2741
C 5.4846 -3.0153 -2.2298
C 6.7774 -2.3585 -1.7532
O 7.4469 -3.3901 -1.0309
C 6.4739 -4.1711 -0.4626
O 6.6322 -4.8825 0.4870
O 5.2963 -3.9931 -1.1410
H 4.1373 -1.4639 -3.0284
H 4.0163 -1.7019 -1.3292
H 3.2955 -2.8557 -2.4292
H 5.6135 -3.5453 -3.1866
H 6.4361 -1.6592 -0.9969
H 7.3835 -1.8869 -2.4946
C 3.3704 -6.3253 2.4468
C 3.1861 -4.9225 1.8380
C 2.1847 -4.8091 0.6853
O 1.4025 -3.6654 1.0956
C 1.6067 -3.3559 2.3920
O 0.9308 -2.5616 2.9548
O 2.5741 -4.0812 2.9294
H 4.1490 -6.3839 3.1946
H 3.6844 -7.0211 1.6471
H 2.4006 -6.7505 2.7768
H 4.1373 -4.4112 1.5769
H 1.4270 -5.6257 0.5207
H 2.7064 -4.7089 -0.2828

***

DFT (the ωB97M-V functional and the def2-TZVPD basis) results for a cluster of 5 separate species, C38H91F9N13O5P4S in total.

LUMO energy   -3.48 eV
Total energy   -142926.8967 eV
Charge   +1
Strongest force on any atom   7.2 eV/A
Highest occupied orbital energy   -9.16 eV

Geometry (Å):
C -0.7466 -0.2416 -0.0696
C -2.2338 -0.1292 -0.3925
O -2.5412 1.2424 -0.6173
C -3.7440 1.3711 -1.3256
C -3.9534 2.8361 -1.5952
C -5.1502 3.4182 -1.2328
N -5.3784 4.7299 -1.4075
C -4.4611 5.5453 -1.9363
C -3.2597 5.0199 -2.3501
C -2.9766 3.6543 -2.1964
C -1.6371 3.1790 -2.6877
C -1.6507 1.8932 -3.5362
C -0.4670 1.8042 -4.5011
C 0.8658 1.5139 -3.7924
C 1.7212 2.7635 -3.4920
F 1.0108 3.8847 -3.7473
F 2.7266 2.7350 -4.4037
C 2.2704 2.7252 -2.0529
F 3.2257 1.7914 -2.0423
F 1.3417 2.3163 -1.1880
S 3.0120 4.3420 -1.3675
F 4.4502 3.6935 -1.2493
F 2.6986 3.8322 0.1037
F 1.5842 5.0311 -1.4035
F 3.3791 4.8559 -2.8108
F 3.5934 5.6718 -0.7608
H -0.3785 -1.2515 -0.2212
H -0.2299 0.4552 -0.7325
H -0.5591 0.1236 0.9375
H -2.7839 -0.5111 0.4692
H -2.5028 -0.7574 -1.2479
H -3.6924 0.8349 -2.2782
H -4.5852 0.9728 -0.7479
H -5.9552 2.8498 -0.7913
H -6.2632 5.1353 -1.1363
H -4.6514 6.6014 -2.0404
H -2.4942 5.6451 -2.7821
H -0.9227 3.1496 -1.8650
H -1.2950 3.9753 -3.3496
H -2.6029 1.8256 -4.0639
H -1.5970 1.0472 -2.8518
H -0.4384 2.6344 -5.2039
H -0.6786 0.9234 -5.1102
H 0.6507 0.9321 -2.8981
H 1.4475 0.8658 -4.4406
O 0.8589 0.6730 2.7054
P 2.0450 0.3508 3.5822
N 1.2678 -0.4407 4.8772
C 1.6984 -0.4268 6.2582
C 0.5515 -1.6650 4.5596
N 2.5309 1.9909 3.9294
C 2.0678 2.6635 5.1294
C 2.3840 2.8800 2.7826
N 3.5727 -0.2394 4.0048
C 3.8135 -1.6646 3.7918
C 4.6602 0.4531 4.6708
H 2.6059 -1.0186 6.4466
H 0.9111 -0.8453 6.8867
H 1.8567 0.5814 6.6322
H 1.2116 -2.5392 4.5073
H 0.0173 -1.5875 3.6103
H -0.2070 -1.8572 5.3226
H 0.9797 2.5916 5.2661
H 2.3374 3.7205 5.0925
H 2.5667 2.2815 6.0219
H 1.3480 3.2169 2.6505
H 2.6954 2.3835 1.8674
H 3.0199 3.7605 2.9072
H 3.7105 -2.2455 4.7148
H 4.8157 -1.8309 3.3899
H 3.1131 -2.0752 3.0623
H 4.4623 0.5620 5.7410
H 4.8540 1.4313 4.2426
H 5.5891 -0.1125 4.5625
O 0.7179 6.8067 -8.5859
P 2.0886 6.3227 -8.9719
N 1.6945 5.4030 -10.3721
C 2.3671 4.2116 -10.8366
C 1.1014 6.1537 -11.4739
N 2.3964 5.3415 -7.5631
C 2.1100 3.9194 -7.5736
C 1.8872 5.9090 -6.3236
N 3.7540 6.4599 -9.2819
C 4.1537 7.3466 -10.3732
C 4.8516 5.7273 -8.6771
H 3.3688 4.3992 -11.2535
H 1.7757 3.7460 -11.6264
H 2.4529 3.4547 -10.0616
H 1.8611 6.6533 -12.0906
H 0.4205 6.9163 -11.0949
H 0.5138 5.4983 -12.1196
H 1.0988 3.6889 -7.9420
H 2.2079 3.5128 -6.5682
H 2.8419 3.3661 -8.1661
H 0.8118 5.7255 -6.1921
H 2.0502 6.9856 -6.2757
H 2.4194 5.4621 -5.4802
H 4.3871 6.7846 -11.2847
H 5.0294 7.9390 -10.1031
H 3.3577 8.0547 -10.6084
H 4.9179 4.7107 -9.0759
H 4.7746 5.6815 -7.5958
H 5.7991 6.2279 -8.8904
O 2.6252 -4.1738 5.9783
P 3.1270 -5.5787 6.2915
N 1.5521 -6.3087 6.2374
C 1.0526 -7.3599 7.0945
C 0.9213 -6.3470 4.9243
N 3.6176 -5.2026 7.9241
C 2.6779 -5.3094 9.0246
C 4.3404 -3.9373 8.0252
N 3.9751 -7.0556 6.3406
C 4.0288 -7.8320 5.1038
C 4.5744 -7.7176 7.4857
H 1.5013 -8.3470 6.8997
H -0.0235 -7.4657 6.9475
H 1.1737 -7.1291 8.1480
H 1.2681 -7.1982 4.3207
H 1.1353 -5.4320 4.3697
H -0.1652 -6.4140 5.0157
H 1.7271 -4.7961 8.8249
H 3.1134 -4.8809 9.9286
H 2.4771 -6.3505 9.2814
H 3.6671 -3.0716 8.0338
H 5.0337 -3.8145 7.1918
H 4.9319 -3.9244 8.9437
H 3.3024 -8.6526 5.1131
H 5.0214 -8.2556 4.9426
H 3.8143 -7.2008 4.2401
H 3.8125 -8.1954 8.1076
H 5.1603 -7.0396 8.0971
H 5.2652 -8.4954 7.1516
O -5.1128 -1.7983 0.3096
P -5.8493 -2.8826 1.0523
N -5.3991 -4.2433 0.1021
C -6.1985 -5.4215 -0.1506
C -3.9712 -4.5424 0.0643
N -7.4742 -2.3321 0.7286
C -8.2276 -2.8676 -0.3919
C -7.6020 -0.8806 0.7501
N -6.3737 -3.7464 2.4150
C -5.3415 -4.3792 3.2354
C -7.7328 -4.0431 2.8338
H -6.3080 -6.0807 0.7238
H -5.7319 -6.0132 -0.9393
H -7.1883 -5.1788 -0.5254
H -3.6464 -5.1225 0.9386
H -3.3869 -3.6216 0.0362
H -3.7155 -5.1068 -0.8345
H -7.6632 -2.8463 -1.3345
H -9.1465 -2.2960 -0.5319
H -8.5635 -3.8873 -0.1983
H -7.2659 -0.4180 -0.1888
H -7.0202 -0.4480 1.5644
H -8.6469 -0.6063 0.9154
H -5.2597 -5.4511 3.0226
H -5.5492 -4.2564 4.2993
H -4.3671 -3.9233 3.0525
H -8.1674 -4.8430 2.2279
H -8.3795 -3.1733 2.7931
H -7.7402 -4.3751 3.8744